This record from the Open Molecules 2025 dataset describes C52H75BCrN9O4S2 as an isolated structure. The level of theory is the ωB97M-V functional and the def2-TZVPD basis.

Atoms and positions in Å:
H (1.69985, 0.98491, -4.91330)
H (1.46190, 2.66830, -4.46584)
H (2.83593, 2.09333, -2.38177)
C (-3.23791, -2.65118, 0.62489)
H (-2.46814, 1.49383, 1.38190)
N (-1.66589, 4.50060, -2.04149)
H (-4.74615, 4.12698, -2.96504)
C (2.30596, 1.14707, -2.30092)
H (1.17108, -5.73241, 2.57177)
C (-0.50614, -3.83812, 5.75361)
H (0.09595, 2.32300, 7.04598)
H (3.11391, -4.09541, 1.40255)
C (-2.10597, 6.72741, -6.30051)
C (-4.83495, -3.92938, -0.75713)
H (2.35727, 3.92166, 1.73250)
C (-2.27593, 3.28681, -2.23265)
H (-2.14918, 0.85362, 3.62798)
H (-3.73713, 0.05775, 3.73440)
H (-4.84113, -1.68421, 1.77458)
C (-0.56587, -2.09681, -3.13416)
B (-0.93089, -2.75793, -0.64912)
C (-4.61549, 1.38058, 1.30696)
H (3.68180, -1.31951, 3.15860)
H (4.88015, -2.01007, -0.28270)
H (0.48704, -3.40048, -5.33851)
H (4.80927, -2.24604, 2.15767)
H (-1.23507, -3.82277, -1.04998)
H (-4.77292, 2.38728, 1.68735)
H (-2.41990, -2.88945, 5.55648)
H (-2.34220, 7.58879, -4.34818)
C (-3.76431, -4.02093, 0.33580)
N (-0.66288, -1.79335, -1.82382)
C (0.90912, 1.26265, -2.92146)
C (0.28973, -5.80691, 1.93941)
C (-4.08945, 3.87144, -3.80964)
H (-3.56837, -4.74676, 2.36570)
H (-5.18264, -4.92611, -1.01319)
C (-1.04738, -3.34176, -3.80931)
H (-3.92624, 3.97892, -6.62396)
N (-3.01517, 2.99657, -3.33750)
H (2.22580, 0.87542, -1.25201)
H (2.88107, 0.38548, -2.82325)
H (-0.20106, 0.31131, 5.66655)
H (5.00161, -0.50811, 2.32802)
C (0.62122, 2.81714, 1.17414)
H (-3.65863, 4.79263, -4.20592)
C (-1.40377, 5.65353, -2.77910)
H (1.27340, -7.24745, -0.27240)
H (-5.21170, 2.18856, -4.51024)
C (2.48858, 2.91111, 4.72799)
H (-3.62058, 1.81687, 3.67350)
H (2.57116, -6.26712, 0.40811)
H (-1.76799, -2.32186, -5.57745)
H (0.19452, -0.91115, -4.82190)
H (-0.87516, -4.62864, 6.38930)
H (-0.72032, 3.70775, -6.92431)
C (0.83196, -3.81736, 5.38562)
N (0.38442, -2.84845, 0.17176)
C (-3.18522, 0.89089, 3.30493)
C (-1.37170, -2.85882, 5.29258)
H (-5.80668, 3.75490, -5.07074)
H (0.91123, -4.27105, -3.86357)
H (-1.45705, -4.02855, -3.06786)
C (-1.03185, 4.53394, -4.98175)
H (-4.66966, -5.68775, 1.35637)
C (2.30044, -2.10354, 0.86734)
H (4.90054, -0.24406, -0.28642)
H (-4.42317, -3.46237, -1.64800)
C (4.25764, -1.11955, -0.25636)
H (3.23194, 3.64835, 4.46098)
C (-1.09788, 4.54801, -6.36186)
S (-2.11739, 2.15564, -1.00539)
C (-3.03191, -0.52631, 1.24155)
O (0.92919, 1.91725, 0.39740)
H (-4.65616, 1.41387, 0.22144)
H (-1.38246, 4.61709, -1.07074)
N (1.11810, -1.74202, 0.37520)
H (-4.72382, 2.42603, -6.89323)
C (1.32041, -2.79206, 4.59141)
C (1.03676, 1.66973, -4.38866)
H (-0.46979, 3.56682, 2.48038)
C (-2.16086, -2.96000, -4.79023)
C (0.20735, -0.05076, -2.78251)
C (-1.65372, 5.63260, -7.02066)
C (-2.01427, 6.73499, -4.92157)
H (0.06952, 1.65698, -4.88524)
H (-1.55829, -1.09195, 4.09220)
H (-2.94638, -4.63973, -0.03794)
H (-0.25263, -4.96170, -4.99515)
O (-0.13803, 0.06384, 2.42267)
H (-5.17667, -4.12454, 1.98541)
C (-3.25962, 0.85161, 1.77587)
H (0.11733, 5.73980, 1.69769)
C (0.09937, -4.03636, -4.54694)
C (0.45683, -1.79276, 4.17027)
H (-3.19239, 2.49086, -6.01640)
N (-0.22313, -0.53078, -1.61443)
H (2.91082, -0.10539, 1.06326)
Cr (-0.29450, 0.18094, 0.29399)
C (-3.88224, -1.62921, 1.30533)
C (-4.33080, -4.68234, 1.59326)
C (1.08928, -3.93320, 0.55707)
H (-2.95110, -2.42182, -4.27240)
C (2.33365, 1.76661, 3.96377)
C (1.69133, 3.10821, 5.84466)
H (-0.31911, -5.39117, -0.07277)
H (-3.31016, 2.02464, -3.30930)
C (0.72589, 2.17369, 6.18338)
H (3.62835, -1.11693, -1.14045)
C (0.60235, -5.34658, 0.51260)
H (-5.41859, 0.74615, 1.67276)
O (-0.42062, 2.70668, 1.97594)
C (4.26933, -1.30721, 2.24374)
C (-0.89096, -1.84365, 4.48279)
H (1.15963, 5.41824, 2.92013)
C (-4.13460, 3.00478, -6.18864)
C (3.39436, -1.09084, 1.01158)
H (-1.71745, 5.63104, -8.09750)
C (0.55289, 1.03830, 5.41133)
H (1.53491, 4.56307, 0.31409)
S (1.08521, -0.48338, 3.09647)
H (2.95523, 1.58870, 3.09793)
H (1.49786, -4.59879, 5.72022)
C (-4.90528, 3.16766, -4.88697)
H (-0.59603, 3.69998, -4.45924)
C (1.36698, 0.83466, 4.31267)
C (-1.51151, 5.61844, -4.25197)
H (-5.68580, -3.34177, -0.42151)
H (1.83185, 3.98415, 6.45842)
C (2.32194, -3.49065, 1.01370)
O (-1.04211, 6.63325, -2.15528)
H (-2.52685, 7.57550, -6.81800)
H (0.34563, 2.02260, -2.36642)
N (-2.05618, -2.16045, 0.19873)
C (1.37428, 4.13851, 1.30782)
C (1.64867, -6.23378, -0.16524)
H (-2.58727, -3.84860, -5.24739)
H (2.35772, -2.77965, 4.29268)
H (-0.05321, -6.83744, 1.94370)
C (-0.01139, -1.00206, -3.77688)
H (-0.49111, -5.18084, 2.36590)
N (0.59458, 4.99613, 2.19497)
N (-1.93421, -0.87792, 0.56886)
H (1.87190, -5.84242, -1.15475)

The calculation puts the gap between HOMO and LUMO (spin up / spin down) at 7.42 / 8.43 eV. The calculation puts the relative energy (zero: lowest compared OMol25 entry of this formula, charge and spin) at 28.1 kcal/mol. The calculation puts the HOMO energy (spin up / spin down) at -9.44 / -10.49 eV. The multiplicity is 5. As for the total charge: +1.